1.
The following is a DFT calculation (the ωB97M-V functional and the def2-TZVPD basis) of a structure of composition C48H42CoN6O3P2Se2.

The geometry in XYZ format:
```
104
Properties=species:S:1:pos:R:3
Co -0.532 0.581 1.594
C 0.058 -3.362 5.013
O 0.508 -2.684 6.186
C 1.816 -2.353 6.336
C 2.287 -2.375 7.649
C 3.600 -2.071 7.942
C 4.486 -1.742 6.919
C 4.018 -1.676 5.622
C 2.685 -1.951 5.316
N 2.259 -1.815 3.960
C 1.447 -0.815 3.520
N 0.904 -0.054 4.470
C -0.098 0.957 4.454
C -0.662 1.524 3.320
C -1.601 2.550 3.535
C -1.968 2.965 4.797
C -1.411 2.362 5.923
C -0.474 1.366 5.750
O 0.168 0.727 6.769
C -0.340 0.897 8.084
N 1.139 -0.681 2.235
C 1.906 -1.262 1.210
C 1.079 -1.432 -0.007
C 1.593 -1.939 -1.365
C 3.080 -2.058 -1.377
C 3.786 -1.793 -0.277
C 3.231 -1.354 1.015
O 4.101 -1.055 2.028
C 5.118 -0.097 1.715
H -0.831 -3.911 5.311
H 0.808 -4.062 4.647
H -0.210 -2.663 4.221
H 1.591 -2.670 8.425
H 3.942 -2.101 8.969
H 5.525 -1.530 7.134
H 4.678 -1.393 4.809
H 2.904 -2.170 3.277
H 1.189 -0.278 5.415
H -2.055 3.039 2.681
H -2.695 3.759 4.925
H -1.707 2.677 6.914
H 0.192 0.185 8.709
H -1.409 0.685 8.118
H -0.155 1.908 8.452
H 0.081 -1.805 0.229
H 1.090 -2.802 -1.793
H 3.564 -2.413 -2.280
H 4.862 -1.919 -0.315
H 5.620 0.134 2.650
H 4.675 0.813 1.307
H 5.850 -0.495 1.011
Se -2.233 -2.647 -3.644
P -0.771 -1.205 -4.044
C 0.719 -1.873 -4.856
C 2.001 -1.339 -4.723
C 3.055 -1.873 -5.454
C 2.834 -2.921 -6.333
C 1.554 -3.437 -6.489
C 0.499 -2.920 -5.752
C -1.246 0.150 -5.150
C -2.467 0.105 -5.808
C -2.795 1.110 -6.711
C -1.902 2.144 -6.954
C -0.677 2.186 -6.292
C -0.346 1.189 -5.390
C -0.232 -0.422 -2.504
C -0.956 0.328 -1.570
N -0.222 0.539 -0.464
N 0.977 -0.076 -0.653
N 1.038 -0.629 -1.955
P -2.561 1.216 -1.334
Se -3.064 0.911 0.723
C -3.918 0.676 -2.387
C -4.575 -0.501 -2.027
C -5.665 -0.937 -2.757
C -6.112 -0.199 -3.846
C -5.484 0.991 -4.184
C -4.391 1.436 -3.455
C -2.081 2.906 -1.750
C -2.070 3.874 -0.752
C -1.691 5.173 -1.059
C -1.331 5.504 -2.357
C -1.318 4.531 -3.350
C -1.684 3.228 -3.049
H 2.181 -0.495 -4.071
H 4.050 -1.460 -5.342
H 3.655 -3.331 -6.907
H 1.375 -4.247 -7.185
H -0.495 -3.336 -5.855
H -3.154 -0.709 -5.599
H -3.746 1.081 -7.228
H -2.155 2.919 -7.667
H 0.019 2.993 -6.484
H 0.605 1.221 -4.868
H -4.232 -1.074 -1.176
H -6.164 -1.855 -2.478
H -6.956 -0.549 -4.427
H -5.851 1.586 -5.011
H -3.934 2.379 -3.716
H -2.360 3.607 0.257
H -1.680 5.929 -0.284
H -1.057 6.525 -2.598
H -1.025 4.782 -4.362
H -1.650 2.467 -3.819
```

⟨S²⟩: 6.026
frontier orbital gap (spin up / spin down): 7.3 / 6.4 eV
net charge: +1
HOMO level (spin up / spin down): -9.681 / -9.877 eV
LUMO (spin up / spin down): -2.3 / -3.4 eV
spin multiplicity: 5

---

2.
The following is a DFT calculation (the ωB97M-V functional and the def2-TZVPD basis) of a structure of composition C48H42O5P2PdS.

The geometry in XYZ format:
```
99
Properties=species:S:1:pos:R:3
Pd -0.047 0.321 0.131
C 0.251 4.071 -1.015
C -0.140 3.284 -2.264
P -0.411 1.475 -1.928
C -1.946 1.115 -2.848
C -2.235 1.582 -4.130
C -3.442 1.258 -4.728
C -4.377 0.488 -4.049
C -4.115 0.053 -2.759
C -2.905 0.366 -2.162
C 1.021 0.814 -2.888
C 2.099 0.278 -2.178
C 3.236 -0.163 -2.836
C 3.311 -0.081 -4.218
C 2.243 0.436 -4.934
C 1.107 0.884 -4.275
C 1.494 3.533 -0.294
P 1.100 2.265 1.010
C 2.616 2.269 2.016
C 2.486 1.855 3.343
C 3.563 1.921 4.209
C 4.789 2.380 3.745
C 4.940 2.731 2.412
C 3.861 2.669 1.541
C -0.018 3.295 2.033
C -1.388 3.207 1.792
C -2.276 4.025 2.474
C -1.804 4.931 3.410
C -0.442 5.022 3.659
C 0.450 4.219 2.965
H -0.590 4.093 -0.322
H 0.438 5.106 -1.309
H 0.646 3.366 -3.015
H -1.063 3.701 -2.670
H -1.530 2.210 -4.660
H -3.660 1.613 -5.728
H -5.317 0.238 -4.523
H -4.848 -0.532 -2.219
H -2.694 0.036 -1.151
H 2.043 0.162 -1.101
H 4.053 -0.588 -2.268
H 4.193 -0.435 -4.735
H 2.293 0.491 -6.014
H 0.282 1.275 -4.856
H 1.997 4.349 0.228
H 2.195 3.102 -1.015
H 1.521 1.517 3.700
H 3.439 1.635 5.246
H 5.626 2.465 4.425
H 5.900 3.072 2.048
H 3.999 2.939 0.502
H -1.759 2.476 1.086
H -3.337 3.949 2.273
H -2.494 5.573 3.943
H -0.069 5.725 4.392
H 1.510 4.313 3.161
O -0.721 -1.892 -1.794
C -0.653 -3.165 -1.161
C 0.026 -2.964 0.268
O 0.033 -3.955 0.986
O 0.552 -1.836 0.529
C -2.052 -3.768 -1.108
C -2.667 -4.194 0.062
C -3.944 -4.742 0.018
C -4.622 -4.861 -1.185
C -4.018 -4.428 -2.356
C -2.740 -3.896 -2.317
C 0.276 -4.099 -1.925
C 1.058 -3.631 -2.971
C 1.916 -4.488 -3.648
C 1.993 -5.823 -3.287
C 1.208 -6.296 -2.243
C 0.354 -5.443 -1.564
H -1.479 -1.914 -2.391
H -2.137 -4.112 0.999
H -4.410 -5.077 0.936
H -5.615 -5.292 -1.213
H -4.534 -4.518 -3.304
H -2.265 -3.595 -3.247
H 0.992 -2.593 -3.261
H 2.528 -4.106 -4.457
H 2.661 -6.493 -3.813
H 1.260 -7.338 -1.956
H -0.247 -5.809 -0.743
O 1.603 -1.071 7.376
C 1.298 0.103 6.784
O 1.682 1.136 7.257
C 0.491 0.011 5.535
C -0.551 0.912 5.326
C -1.292 0.863 4.160
C -0.972 -0.059 3.154
S -1.935 -0.136 1.697
C 0.088 -0.950 3.360
C 0.797 -0.924 4.547
H 1.178 -1.808 6.922
H -0.783 1.637 6.096
H -2.119 1.542 4.007
H 0.345 -1.669 2.590
H 1.623 -1.614 4.683
```

⟨S²⟩: 2.015
frontier orbital gap (spin up / spin down): 8.2 / 6.0 eV
net charge: 0
HOMO level (spin up / spin down): -7.944 / -7.996 eV
LUMO (spin up / spin down): 0.3 / -2.0 eV
spin multiplicity: 3

---

Computed relative energy (zero: lowest compared OMol25 entry of this formula, charge and spin) (kcal/mol) in order:
0.0, 14.5
Computed max |F| (Eh/bohr) in order:
0.010, 0.017